[1]
Entry from the OMol25 dataset: one molecule with the formula C6H9N (ωB97M-V with the def2-TZVPD basis set).

Properties
Net charge: 0
HOMO level in eV: -8.147
Gap between HOMO and LUMO in eV: 9.13

Each line ends with the natural charge from an NBO analysis.
Positions of all 16 atoms, in Å:
C (1.78, -0.73, 0.80)  -0.593
C (0.56, -0.33, 0.02)  -0.178
C (0.55, 0.87, -0.90)  -0.393
C (-0.33, 0.87, 0.32)  -0.259
C (-1.73, 0.35, 0.17)  -0.239
N (-1.50, -0.85, -0.65)  -0.576
C (-0.28, -1.36, -0.69)  0.124
H (1.52, -1.28, 1.72)  0.212
H (2.36, 0.15, 1.10)  0.205
H (2.42, -1.37, 0.19)  0.225
H (1.44, 1.49, -0.88)  0.223
H (0.11, 0.73, -1.89)  0.218
H (-0.11, 1.57, 1.11)  0.231
H (-2.46, 1.02, -0.30)  0.203
H (-2.20, -1.19, -1.29)  0.399
H (-2.12, 0.05, 1.14)  0.199

[2]
Entry from the OMol25 dataset: a 2-piece molecular cluster, C5H10O2 overall (ωB97M-V with the def2-TZVPD basis set).

Properties
Net charge: 0
HOMO level (alpha / beta) in eV: -6.950 / -7.270
Gap between HOMO and LUMO (alpha / beta) in eV: 7.83 / 8.21

Each line ends with the natural charge from an NBO analysis.
Positions of all 17 atoms, in Å:
O (-0.33, -1.57, 2.01)  -0.725
C (-0.60, -0.27, 1.51)  -0.047
C (0.50, 0.06, 0.51)  -0.307
C (0.46, -0.82, -0.78)  -0.480
C (0.72, 0.19, -1.86)  0.102
O (0.74, 1.38, -1.36)  -0.350
C (0.42, 1.46, -0.07)  -0.004
H (-1.05, -1.82, 2.60)  0.471
H (-1.57, -0.22, 1.00)  0.164
H (-0.60, 0.48, 2.31)  0.163
H (1.46, -0.08, 1.03)  0.214
H (1.20, -1.63, -0.76)  0.233
H (-0.53, -1.30, -0.89)  0.223
H (-1.71, 0.76, -1.78)  -0.023
H (0.84, 0.08, -2.92)  0.193
H (-1.67, 1.13, -1.12)  -0.009
H (0.78, 2.36, 0.40)  0.183

[3]
Entry from the OMol25 dataset: a 8-piece molecular cluster, C4H24N8O8 overall (ωB97M-V with the def2-TZVPD basis set).

Properties
Net charge: 0
HOMO level in eV: -9.503
Structure (SMILES): NC(N)=O.NC(N)=O.NC(N)=O.NC(N)=O.O.O.O.O
Gap between HOMO and LUMO in eV: 9.15

Each line ends with the natural charge from an NBO analysis.
Positions of all 44 atoms, in Å:
N (-10.41, -15.75, -7.59)  -0.885
C (-10.13, -15.83, -8.96)  0.771
N (-10.46, -17.02, -9.49)  -0.844
O (-9.61, -14.88, -9.54)  -0.659
H (-10.20, -14.84, -7.21)  0.396
H (-11.21, -16.24, -7.24)  0.385
H (-10.92, -17.71, -8.91)  0.421
H (-10.33, -17.23, -10.46)  0.408
N (-14.10, -19.40, -7.06)  -0.843
C (-13.89, -18.91, -8.29)  0.798
N (-14.94, -19.07, -9.18)  -0.870
O (-12.82, -18.43, -8.71)  -0.763
H (-13.36, -19.30, -6.36)  0.432
H (-14.93, -19.89, -6.81)  0.400
H (-15.80, -19.52, -8.88)  0.412
H (-14.60, -18.99, -10.12)  0.407
N (-9.66, -18.69, -5.80)  -0.820
C (-10.92, -18.59, -5.29)  0.791
N (-11.15, -17.41, -4.64)  -0.853
O (-11.76, -19.48, -5.50)  -0.700
H (-9.31, -19.54, -6.21)  0.419
H (-9.10, -17.86, -5.81)  0.400
H (-10.37, -16.88, -4.31)  0.398
H (-12.04, -16.97, -4.51)  0.399
N (-17.11, -19.24, -4.04)  -0.867
C (-17.85, -19.54, -5.15)  0.776
N (-17.21, -19.20, -6.32)  -0.894
O (-18.93, -20.11, -5.09)  -0.664
H (-17.53, -19.40, -3.15)  0.397
H (-16.14, -18.96, -4.06)  0.407
H (-16.38, -18.64, -6.30)  0.405
H (-17.48, -19.62, -7.20)  0.416
O (-17.62, -20.35, -9.11)  -0.961
H (-18.16, -19.71, -9.58)  0.488
H (-18.08, -21.19, -9.21)  0.495
O (-13.66, -16.16, -10.75)  -0.954
H (-13.19, -16.65, -10.06)  0.490
H (-14.56, -16.49, -10.71)  0.460
O (-15.26, -16.67, -6.39)  -0.933
H (-15.81, -15.96, -6.04)  0.477
H (-14.55, -16.77, -5.74)  0.463
O (-14.15, -19.07, -3.86)  -0.969
H (-14.09, -18.21, -3.43)  0.461
H (-13.22, -19.33, -4.05)  0.508

[4]
Entry from the OMol25 dataset: one molecule with the formula C4H9N3 (ωB97M-V with the def2-TZVPD basis set).

Properties
Net charge: 0
HOMO level in eV: -9.098
Structure (SMILES): [H]/N=C(/C)N/C(C)=N/[H]
Gap between HOMO and LUMO in eV: 9.82

Each line ends with the natural charge from an NBO analysis.
Positions of all 16 atoms, in Å:
H (0.38, 0.04, 2.98)  0.322
N (0.88, -0.67, 2.45)  -0.687
C (0.69, -0.64, 1.20)  0.468
C (1.37, -1.64, 0.34)  -0.668
N (-0.15, 0.29, 0.59)  -0.624
C (-0.47, 0.46, -0.73)  0.459
C (-1.43, 1.60, -0.99)  -0.682
N (0.01, -0.30, -1.63)  -0.721
H (-0.30, -0.08, -2.57)  0.346
H (1.99, -1.14, -0.40)  0.242
H (0.64, -2.23, -0.21)  0.242
H (1.98, -2.29, 0.97)  0.230
H (-0.58, 0.93, 1.24)  0.390
H (-1.72, 2.12, -0.08)  0.209
H (-0.96, 2.31, -1.67)  0.236
H (-2.33, 1.22, -1.48)  0.236

Max |F| (eV Å⁻¹)
0.482, 1.112, 1.715, 0.891